C63H61AsN2P3S7ScSiTe | ωB97M-V with the def2-TZVPD basis set

Last column: Löwdin charge in e.
Positions of all 140 atoms, in Å:
Sc 0.716019 -0.195472 -0.372916  -0.1527
C -2.691157 1.054900 -2.287830  -0.2352
Si -2.046417 0.497274 -0.560913  0.5725
C -3.597390 -0.578149 -0.075312  -0.2970
C -4.857320 -0.124864 -0.504796  -0.1306
C -6.024496 -0.831154 -0.285584  -0.0986
C -5.973585 -2.054600 0.370294  -0.0970
C -4.749345 -2.545887 0.779186  -0.0873
C -3.570306 -1.829960 0.560576  -0.3991
P -1.934472 -2.459169 1.098270  1.0380
C -2.330085 -4.243564 1.233013  -0.3991
C -2.780680 -4.894363 2.375371  -0.1019
C -3.060993 -6.254811 2.353095  -0.0980
C -2.901674 -6.977676 1.180973  -0.1077
C -2.458134 -6.336600 0.032177  -0.0860
C -2.166484 -4.983577 0.060412  -0.1527
C -1.938717 -1.940542 2.847339  -0.3856
C -1.022920 -2.550879 3.709617  -0.1488
C -0.888673 -2.115799 5.016437  -0.0861
C -1.647384 -1.046101 5.480257  -0.1238
C -2.530665 -0.409862 4.622530  -0.1046
C -2.674167 -0.853568 3.312517  -0.0835
C -2.319059 2.061175 0.564961  -0.2817
C -3.605220 2.596582 0.730334  -0.1036
C -3.933761 3.467829 1.752761  -0.0903
C -2.967798 3.828276 2.683276  -0.0937
C -1.671633 3.390721 2.497006  -0.1288
C -1.329244 2.563271 1.421841  -0.3746
P 0.450495 2.287557 1.037682  1.0504
C 0.982603 3.962047 0.485813  -0.3393
C 0.327911 5.145773 0.823641  -0.0646
C 0.807626 6.370473 0.385015  -0.0847
C 1.951454 6.436770 -0.401944  -0.0911
C 2.601370 5.265828 -0.751885  -0.0932
C 2.116170 4.041522 -0.315199  -0.1814
C 1.151291 2.247355 2.728979  -0.3627
C 2.314663 2.935315 3.049562  -0.0847
C 2.869571 2.831291 4.318017  -0.0826
C 2.269997 2.026736 5.271918  -0.0787
C 1.110642 1.329891 4.957489  -0.0676
C 0.554113 1.437823 3.695292  -0.1282
H -3.390393 1.893603 -2.210040  0.0277
H -3.211708 0.229836 -2.778058  0.0165
H -1.892570 1.368407 -2.952475  -0.0354
H -4.930943 0.790564 -1.076108  0.0740
H -6.969685 -0.434605 -0.639713  0.0946
H -6.875688 -2.627098 0.550823  0.0937
H -4.701980 -3.513673 1.264962  0.0962
H -2.915848 -4.334905 3.293425  0.1003
H -3.401876 -6.746060 3.256693  0.0919
H -3.112807 -8.040263 1.163975  0.0896
H -2.312879 -6.894029 -0.885070  0.0996
H -1.787320 -4.487019 -0.824749  0.0439
H -0.391575 -3.350861 3.334716  0.0958
H -0.164034 -2.593159 5.663691  0.1025
H -1.537454 -0.702424 6.502543  0.0927
H -3.105773 0.443479 4.962401  0.0975
H -3.367254 -0.342249 2.653647  0.0991
H -4.393731 2.304994 0.050533  0.0743
H -4.948705 3.837593 1.843191  0.0947
H -3.215971 4.455336 3.530869  0.0963
H -0.901684 3.686587 3.200375  0.1078
H -0.577070 5.127932 1.415344  0.0875
H 0.280563 7.275419 0.661387  0.0955
H 2.334455 7.395102 -0.729803  0.0953
H 3.493245 5.295025 -1.366396  0.1044
H 2.629280 3.119965 -0.576216  0.0078
H 2.796629 3.565820 2.313668  0.0874
H 3.782038 3.366315 4.549215  0.0997
H 2.710961 1.934350 6.257227  0.1002
H 0.645840 0.677002 5.685157  0.0895
H -0.339686 0.870327 3.458511  0.0870
S 4.348943 -2.886617 1.019113  -0.1480
As 2.323666 -2.760790 0.488789  -0.4008
S 2.082245 -1.836865 -1.587244  -0.0439
S 1.280214 -1.203589 1.743588  0.0699
S 1.129356 -4.521968 0.507213  -0.0642
C 3.669086 0.960004 -3.718111  -0.1675
C 2.676916 2.098254 -3.499505  -0.4133
P 1.034521 1.500444 -2.928972  0.9482
C 0.083524 3.085569 -2.770858  -0.3976
C -0.512347 3.750119 -4.006572  -0.1464
C 0.425082 0.688522 -4.479443  -0.4279
C 0.783107 1.281333 -5.840280  -0.1451
H 4.630891 1.349938 -4.055519  0.0705
H 3.306736 0.260595 -4.474932  0.0604
H 3.829929 0.399985 -2.799808  -0.0082
H 2.539189 2.666030 -4.425889  0.0694
H 3.044611 2.796092 -2.746181  0.0523
H 0.771006 3.779439 -2.286342  0.0504
H -0.707680 2.904229 -2.040360  0.0442
H 0.258225 4.064876 -4.712115  0.0590
H -1.070853 4.641947 -3.713416  0.0689
H -1.204642 3.089567 -4.531481  0.0616
H -0.652742 0.547085 -4.375970  0.0412
H 0.838339 -0.323876 -4.422216  0.0261
H 0.451208 2.309605 -5.967589  0.0438
H 0.314286 0.686837 -6.629196  0.0671
H 1.858649 1.253172 -6.016121  0.0577
Te -0.814047 -2.221777 -2.674466  1.3076
C 0.228882 -3.606879 -3.861795  -0.5184
C 0.545745 -3.334959 -5.187858  -0.1447
C 1.267529 -4.256182 -5.935737  -0.1041
C 1.695960 -5.437971 -5.350469  -0.1074
C 1.409089 -5.693905 -4.017762  -0.0813
C 0.675996 -4.784257 -3.269126  -0.1443
C -2.682529 -2.380498 -3.719907  -0.4767
C -3.824379 -2.652217 -2.971236  -0.1415
C -5.081069 -2.649220 -3.563451  -0.0903
C -5.211166 -2.384314 -4.917717  -0.1116
C -4.079344 -2.112603 -5.673765  -0.1071
C -2.827417 -2.100361 -5.075726  -0.1378
H 0.243268 -2.398526 -5.640745  0.0764
H 1.511432 -4.037331 -6.968599  0.0926
H 2.271780 -6.151262 -5.928375  0.0917
H 1.773340 -6.596258 -3.543319  0.1027
H 0.501825 -4.958631 -2.212331  0.0337
H -3.742781 -2.862554 -1.913061  0.0752
H -5.953899 -2.855245 -2.956164  0.0967
H -6.189446 -2.387548 -5.383954  0.0902
H -4.172004 -1.894471 -6.731382  0.0922
H -1.958816 -1.862580 -5.677708  0.0802
S 6.823303 4.344204 2.942241  0.4965
C 5.892704 3.059810 2.377716  -1.0848
S 5.212515 3.110172 0.786567  0.9627
C 4.440519 1.569672 1.020821  -1.0831
N 4.698830 1.064004 2.183467  0.0226
N 5.507836 1.893119 2.936514  -0.1344
C 5.844849 1.332394 4.209804  -0.1849
C 6.576212 2.032860 5.163438  -0.0576
C 6.859732 1.432534 6.383454  -0.1034
C 6.425558 0.148887 6.665697  -0.1151
C 5.697688 -0.540960 5.704831  -0.0821
C 5.402811 0.035043 4.482523  -0.0045
S 3.524466 0.780810 -0.189777  0.5099
H 6.916767 3.032489 4.954021  0.0075
H 7.429851 1.990778 7.116167  0.0932
H 6.652019 -0.311676 7.619551  0.0895
H 5.351190 -1.548098 5.898940  0.1029
H 4.845219 -0.509553 3.735097  0.1018

Force components x, y, z for each atom (eV/Å):
0.90 0.21 0.10
-0.05 0.10 0.04
0.05 0.18 -0.15
-0.18 -0.01 -0.22
0.07 -0.07 -0.08
-0.07 -0.05 0.03
-0.03 0.04 -0.03
-0.01 -0.13 0.02
0.07 0.29 0.17
0.10 -0.15 -0.15
0.03 -0.10 -0.08
-0.02 0.02 0.06
0.00 0.02 0.00
-0.02 -0.06 0.02
0.00 0.00 -0.06
-0.05 0.02 0.08
0.08 0.12 0.06
0.05 0.00 -0.02
-0.01 0.02 0.00
-0.01 -0.01 0.03
-0.01 0.03 0.02
-0.07 -0.04 -0.01
-0.13 -0.01 0.05
-0.08 -0.01 -0.01
-0.01 0.01 0.01
-0.01 -0.01 0.00
0.04 0.01 0.12
0.12 0.11 -0.01
-0.39 -0.19 0.40
-0.10 0.02 -0.12
-0.11 0.05 -0.03
0.04 -0.01 -0.04
-0.05 0.01 0.06
0.06 0.01 -0.03
0.13 -0.06 0.13
0.17 -0.11 -0.08
-0.05 0.12 0.06
-0.04 0.05 0.03
0.00 0.02 0.06
0.00 -0.03 0.01
0.00 -0.13 -0.09
-0.04 0.02 -0.01
-0.01 -0.05 -0.02
0.07 0.03 -0.03
0.00 0.00 0.00
-0.01 -0.01 -0.01
-0.02 0.00 -0.01
-0.01 0.05 0.00
0.01 -0.03 0.00
-0.01 -0.02 0.00
0.00 -0.01 0.00
-0.01 -0.02 0.00
0.03 -0.01 -0.01
-0.02 0.02 0.01
0.00 -0.01 0.03
0.01 0.01 -0.01
-0.01 0.00 0.01
0.01 -0.01 0.00
0.00 -0.03 0.03
-0.01 0.00 0.01
0.00 0.02 0.00
-0.02 0.04 -0.02
0.06 -0.02 -0.02
0.01 0.02 0.00
-0.01 0.01 -0.03
0.02 0.01 0.02
0.01 -0.02 -0.04
0.01 0.02 -0.02
0.00 0.05 0.01
0.03 -0.02 -0.01
-0.01 0.01 0.01
0.03 0.00 -0.01
-0.13 0.00 -0.02
0.02 -0.18 -0.04
-0.03 -0.12 0.19
0.02 0.01 -0.08
0.09 0.16 0.06
-0.05 -0.03 -0.07
-0.01 0.03 -0.06
-0.21 0.01 0.12
0.02 0.05 -0.08
-0.02 0.01 -0.03
0.11 -0.15 0.03
0.00 -0.01 -0.05
0.03 0.01 0.00
0.01 -0.02 -0.02
0.02 -0.01 0.01
-0.02 0.07 0.06
0.06 -0.07 0.08
0.00 -0.01 -0.02
0.01 0.01 0.02
0.02 -0.01 0.01
-0.01 0.01 0.01
0.00 -0.02 0.00
0.03 0.03 -0.02
-0.04 0.04 0.02
-0.01 0.00 0.02
0.00 -0.01 0.00
0.02 0.01 0.01
-0.46 -0.06 0.07
0.14 -0.05 -0.06
-0.05 -0.05 -0.02
-0.02 0.02 -0.02
0.03 -0.04 -0.05
-0.01 -0.02 0.06
0.01 0.07 -0.03
0.04 -0.01 0.05
-0.06 -0.03 -0.03
-0.01 0.00 0.01
-0.07 -0.01 -0.01
0.02 0.01 -0.05
0.01 0.01 -0.06
0.01 0.01 0.01
0.00 -0.01 -0.01
0.01 0.01 0.00
0.00 -0.02 0.00
0.01 0.00 0.01
0.02 -0.04 0.06
-0.01 0.00 0.01
0.00 0.01 0.00
0.00 0.00 -0.01
0.02 0.00 0.01
-0.05 -0.11 -0.01
0.08 0.15 0.06
0.17 0.25 -0.06
-0.39 -0.65 0.17
-0.03 0.16 -0.12
0.10 -0.12 0.06
0.03 0.08 0.00
-0.04 0.00 0.02
0.00 0.03 0.02
0.00 0.01 -0.01
-0.01 -0.04 0.03
0.04 -0.01 -0.01
0.05 0.32 -0.47
0.00 -0.01 0.01
0.01 0.00 0.02
0.00 0.00 0.00
0.00 0.00 0.00
-0.02 -0.01 0.01

2S+1: 1
charge: -2
HOMO energy: -2.22 eV
energy above the lowest of the compared OMol25 structures with the same formula, charge and spin: 0.270 eV